Entry 1:
A molecular structure, C31H40AsF6N5W at a distorted geometry. Source: the OMol25 dataset; level of theory: ωB97M-V with the def2-TZVPD basis set.

Output
* ΔE to the lowest compared entry with this formula, charge and spin: 1.6182 eV
* multiplicity: 4
* gap between HOMO and LUMO (alpha / beta): 5.19 / 5.79 eV
* net charge: +3

```
84
Properties=species:S:1:pos:R:3:forces:R:3:lowdin_charge:R:1
W -0.6668 -0.2449 -0.1105 -0.5 -1.7 -1.4 1.805
C -3.7755 0.4913 1.1083 0.1 -0.1 -0.2 0.007
C -2.3187 0.5542 1.4473 -0.2 0.5 0.9 -0.368
C -1.5769 1.7374 1.2914 -0.2 0.1 0.5 -0.079
C -0.4320 1.9824 2.0722 0.3 0.0 0.0 -0.235
C 0.2154 3.3305 2.0302 0.0 0.1 0.1 -0.015
C -0.0193 1.0277 3.0239 -0.1 0.3 -0.2 -0.006
C -0.6481 -0.1956 3.0904 -0.2 -0.3 -0.2 -0.279
C -0.3038 -1.2208 4.1244 0.0 0.0 0.0 -0.003
C -1.6779 -0.4928 2.1401 -0.5 0.6 1.3 -0.118
H -4.3051 0.8922 1.9771 0.0 0.0 0.0 0.129
H -4.1187 -0.5316 0.9693 0.0 0.0 0.0 0.089
H -4.0322 1.1041 0.2492 0.0 0.0 0.0 0.075
H -2.0079 2.5571 0.7319 0.1 0.0 -0.1 0.115
H -0.1435 3.9033 2.8915 0.0 0.0 0.0 0.121
H -0.0581 3.8903 1.1377 0.0 0.0 0.0 0.078
H 1.2997 3.2713 2.1334 0.0 0.0 0.0 0.088
H 0.7664 1.2808 3.7278 0.0 0.0 0.0 0.148
H -1.0870 -1.2164 4.8888 0.1 0.0 0.0 0.120
H 0.6438 -1.0127 4.6176 0.0 0.0 0.0 0.100
H -0.2908 -2.2339 3.7138 0.0 0.0 0.0 0.096
H -2.2400 -1.4102 2.2789 0.1 -0.1 -0.1 0.137
N 1.0477 -1.0362 1.0454 0.0 0.4 -0.5 -0.004
C 2.2377 -1.8113 0.6610 0.1 0.1 0.1 -0.231
C 3.2132 -1.8950 1.6500 0.0 0.0 0.0 -0.028
C 4.3086 -2.7167 1.4785 0.0 0.0 0.0 -0.034
C 4.3915 -3.4784 0.3189 0.0 0.0 0.0 -0.024
C 3.4254 -3.3636 -0.6615 0.0 0.0 0.0 0.003
C 2.3256 -2.4975 -0.5387 -0.1 0.1 -0.2 -0.121
C 1.3927 -2.2526 -1.6759 0.0 0.1 0.2 -0.181
C 1.7040 -2.8372 -2.9053 -0.1 -0.1 -0.3 -0.018
C 0.9938 -2.5730 -4.0653 0.2 -0.1 0.1 -0.027
C -0.0714 -1.6875 -4.0302 -0.1 0.0 0.1 -0.049
C -0.4239 -1.1307 -2.8158 0.2 -0.2 -0.2 -0.143
C 0.2836 -1.3760 -1.6128 0.0 0.6 -0.6 -0.258
H 1.3798 -0.2477 1.6000 0.0 0.1 0.2 0.088
H 0.5876 -1.6176 1.7435 -0.1 0.0 0.1 0.087
H 3.0986 -1.3319 2.5715 0.0 0.0 0.0 0.124
H 5.0702 -2.7824 2.2434 0.0 0.0 0.0 0.127
H 5.2147 -4.1651 0.1759 0.0 0.0 0.0 0.129
H 3.5417 -3.9748 -1.5427 0.0 0.0 0.0 0.112
H 2.5399 -3.5133 -2.9901 0.0 0.0 0.0 0.108
H 1.2799 -3.0588 -4.9893 0.0 0.0 0.0 0.127
H -0.6331 -1.4506 -4.9247 0.0 0.0 0.0 0.124
H -1.2797 -0.4716 -2.8151 0.0 0.0 -0.1 0.068
C -4.0409 -0.8713 -1.8876 0.0 -0.1 0.0 0.021
C -3.2733 -1.8823 -1.1252 0.0 -0.1 -0.1 -0.323
N -2.1273 -1.7575 -0.4462 0.3 -0.2 0.1 -0.066
C -1.8141 -3.0202 0.0677 0.1 0.1 0.1 -0.101
C -2.7748 -3.8908 -0.2933 -0.1 0.0 -0.1 -0.001
N -3.6716 -3.1585 -1.0367 0.1 0.0 0.1 0.161
H -3.5800 0.0993 -1.8145 0.0 0.2 0.0 0.032
H -5.0611 -0.8087 -1.5068 0.0 0.0 0.0 0.116
H -4.0909 -1.1560 -2.9398 0.0 0.0 0.0 0.117
H -0.9148 -3.2109 0.6273 0.0 -0.1 0.0 0.117
H -2.8959 -4.9435 -0.1037 0.0 0.0 0.0 0.146
H -4.5116 -3.5205 -1.4653 0.0 0.0 0.0 0.193
C 1.5538 2.5090 -1.5891 0.0 0.0 0.0 -0.102
C 2.5795 3.5919 -2.2442 0.0 -0.1 0.0 -0.030
N 3.8097 2.8844 -2.3639 0.1 0.1 -0.1 -0.079
C 4.4032 2.5625 -1.1061 -0.1 0.0 -0.1 -0.039
C 3.3627 1.5285 -0.4100 0.0 -0.1 0.0 -0.079
N 2.2703 1.2899 -1.3228 0.3 0.3 0.1 -0.142
C 2.7574 0.7064 -2.5490 0.0 -0.1 0.0 -0.072
C 3.7453 1.7770 -3.2648 0.0 0.0 0.1 -0.032
H 0.7591 2.3241 -2.3003 -0.1 0.0 -0.1 0.089
H 1.1449 2.9331 -0.6740 0.0 0.0 0.0 0.102
H 2.6915 4.4539 -1.5916 0.0 0.0 0.0 0.144
H 2.2033 3.8970 -3.2175 0.0 0.0 0.0 0.146
H 4.5169 3.4542 -0.4948 0.0 0.0 0.0 0.143
H 5.3671 2.0806 -1.2481 0.0 0.0 0.0 0.144
H 2.9939 1.9698 0.5156 0.0 0.0 0.0 0.119
H 3.8886 0.5993 -0.1956 0.0 0.0 0.0 0.125
H 1.9292 0.4790 -3.2164 0.0 0.0 0.0 0.125
H 3.3145 -0.2036 -2.3364 0.0 0.0 0.0 0.131
H 3.3316 2.0858 -4.2210 0.0 0.0 0.0 0.144
H 4.7293 1.3362 -3.4025 0.0 0.0 0.0 0.144
F -1.5108 1.0232 -1.3301 0.8 -0.2 0.5 -0.417
As -2.3886 3.0966 -2.4622 -0.4 1.0 -0.8 0.892
F -1.0514 2.8088 -3.4806 0.2 -0.2 0.1 -0.193
F -2.9735 4.4967 -3.1534 0.1 -0.3 0.2 -0.112
F -3.2212 1.9087 -3.3315 0.0 -0.3 0.1 -0.169
F -3.5037 2.8989 -1.1956 0.1 -0.2 0.2 -0.179
F -1.2950 3.7557 -1.3280 0.1 -0.1 0.2 -0.197
```
Forces are in eV/Å.

=====

Entry 2:
A single C4H6N4 molecule at a distorted geometry. Source: the OMol25 dataset; level of theory: ωB97M-V with the def2-TZVPD basis set.

Output
* ΔE to the lowest compared entry with this formula, charge and spin: 5.8279 eV
* multiplicity: 1
* gap between HOMO and LUMO: 9.94 eV

```
14
Properties=species:S:1:pos:R:3:forces:R:3:lowdin_charge:R:1
C 1.5043 -0.8816 -0.6454 1.6 1.5 0.8 -0.053
N 1.9400 -0.2294 0.4457 -3.4 -3.8 -3.5 -0.041
N 0.8224 -0.0965 1.3762 2.9 0.4 -0.5 -0.058
C -0.3626 0.3107 0.7304 -1.4 0.6 -2.4 -0.319
C -0.3243 1.1528 -0.6909 0.8 1.4 3.0 -0.146
N -1.2833 0.8560 -1.4348 -0.6 -1.0 -1.3 0.010
N -1.9833 -0.3505 -0.9476 1.8 1.4 1.7 0.025
C -1.4348 -0.6318 0.2024 -3.5 -2.7 -0.2 -0.187
H 0.3266 -1.2589 -0.8439 3.7 0.8 0.5 0.127
H 2.3774 -0.9203 -1.4214 -2.2 -0.4 1.1 0.094
H 1.3527 0.6126 1.8732 -1.7 0.5 1.0 0.109
H -1.0280 0.7475 1.4571 0.0 1.3 0.5 0.140
H 0.2853 2.1023 -0.8541 -0.7 -1.6 0.2 0.130
H -2.1924 -1.4128 0.7531 2.8 1.7 -0.8 0.167
```
Forces are in eV/Å.

=====

Entry 3:
A single C11H20O2 molecule. Source: the OMol25 dataset; level of theory: ωB97M-V with the def2-TZVPD basis set.

Output
* ΔE to the lowest compared entry with this formula, charge and spin: 0.0193 eV
* multiplicity: 1
* gap between HOMO and LUMO: 10.79 eV

```
33
Properties=species:S:1:pos:R:3:forces:R:3:lowdin_charge:R:1
C 1.8013 4.4827 -1.7743 0.1 -0.1 0.2 -0.119
C 1.9031 3.2159 -0.9334 -0.2 0.0 -0.3 -0.277
C 1.3828 1.9965 -1.6918 0.3 -0.1 0.2 -0.230
C 1.5577 0.6801 -0.9326 -0.4 0.2 0.0 -0.218
C 0.6413 0.5641 0.2840 0.3 -0.2 0.0 -0.216
C 0.8447 -0.7300 1.0743 -0.1 0.0 -0.1 -0.213
C 0.5590 -2.0196 0.3023 0.0 0.1 0.0 -0.202
C -0.8551 -2.1128 -0.2947 0.2 -0.2 0.0 -0.191
C -1.9067 -2.0184 0.7514 -0.2 -0.2 0.1 -0.066
C -2.6817 -3.0268 1.1450 0.2 0.0 -0.2 -0.008
C -3.6819 -2.8477 2.2027 -0.2 0.5 0.5 -0.546
O -3.9007 -1.8261 2.8071 0.0 0.0 0.0 0.092
O -4.3626 -3.9822 2.4482 -0.1 -0.5 -0.1 0.096
H 2.3853 4.3843 -2.6870 0.0 0.0 -0.1 0.070
H 0.7666 4.6744 -2.0505 -0.1 0.1 -0.1 0.071
H 2.1729 5.3417 -1.2203 0.0 0.1 0.0 0.067
H 1.3316 3.3534 -0.0142 0.1 0.0 0.1 0.099
H 2.9463 3.0479 -0.6557 0.0 0.0 0.1 0.110
H 1.9205 1.9251 -2.6409 -0.1 0.0 -0.1 0.110
H 0.3248 2.1412 -1.9243 -0.1 0.0 -0.1 0.114
H 1.3476 -0.1407 -1.6214 0.1 -0.1 0.0 0.103
H 2.5978 0.5850 -0.6114 0.1 -0.1 0.0 0.117
H 0.8377 1.3977 0.9605 -0.1 0.1 0.0 0.106
H -0.3985 0.6468 -0.0375 -0.1 0.1 0.0 0.107
H 0.2112 -0.6995 1.9629 0.1 0.0 0.1 0.106
H 1.8819 -0.7691 1.4172 0.0 0.0 0.1 0.112
H 1.2801 -2.1275 -0.5097 0.0 -0.1 0.0 0.103
H 0.7021 -2.8631 0.9816 0.0 -0.1 -0.1 0.114
H -0.9915 -1.3036 -1.0148 0.0 0.0 -0.1 0.111
H -0.9453 -3.0631 -0.8249 0.0 0.1 -0.1 0.114
H -2.0367 -1.0597 1.2362 -0.1 0.1 0.1 0.122
H -2.6218 -4.0152 0.7153 0.1 -0.1 -0.1 0.116
H -5.0137 -3.8319 3.1505 0.2 0.3 -0.1 0.127
```
Forces are in eV/Å.

=====

Entry 4:
2 unconnected molecules or ions with the total composition C3H3NO2 at a distorted geometry. Source: the OMol25 dataset; level of theory: ωB97M-V with the def2-TZVPD basis set.

Output
* ΔE to the lowest compared entry with this formula, charge and spin: 6.0405 eV
* multiplicity: 1
* gap between HOMO and LUMO: 8.40 eV

```
9
Properties=species:S:1:pos:R:3:forces:R:3:lowdin_charge:R:1
O -1.8480 0.8519 -0.5606 1.7 3.0 -0.3 -0.026
C -0.7543 0.3570 -0.0546 -0.1 0.5 -0.3 -0.619
N -0.1479 0.9749 0.9595 -0.1 -0.1 -0.6 0.083
O 0.9842 0.1926 1.2158 0.7 0.0 -0.1 -0.041
C 1.0207 -0.8051 0.3203 -0.1 -0.1 0.0 -0.091
C -0.0049 -0.7245 -0.5511 -0.2 -0.8 0.6 0.016
H -0.7301 2.0375 -0.3770 -2.3 -2.5 0.7 0.429
H 1.7934 -1.5551 0.4274 0.1 0.3 0.1 0.134
H -0.3130 -1.3292 -1.3796 0.2 -0.3 0.0 0.117
```
Forces are in eV/Å.

=====

Number 1: electronic energy -119191.3662 eV. Number 2: electronic energy -10200.1118 eV. Number 3: electronic energy -15826.8523 eV. Number 4: electronic energy -8739.0907 eV.